One molecule with the formula C5H8N2 in a non-equilibrium geometry, computed with wB97M-V/def2-TZVPD.

Atoms and positions in Å:
C -0.614 1.179 0.088
C -0.206 -0.296 -0.136
C 1.293 -0.228 -0.431
C 1.700 1.059 0.164
N 2.076 2.029 0.675
C -0.825 -1.454 0.566
N -0.978 -1.299 -0.880
H -0.923 1.606 -0.876
H -1.392 1.284 0.834
H 0.293 1.865 0.507
H 1.492 -0.211 -1.510
H 1.909 -1.010 0.024
H -1.684 -1.250 1.206
H -0.230 -2.313 0.879
H -1.912 -0.963 -1.110

Forces on the atoms, in the same order (eV/Å):
-0.27 0.81 0.50
0.23 0.73 0.48
0.22 0.17 0.10
3.24 0.25 0.33
0.78 -1.08 -0.57
0.15 0.12 0.34
0.05 0.52 -0.10
-0.11 0.05 0.26
-0.57 -0.08 -0.12
-3.71 -1.81 -1.10
-0.07 0.01 0.18
-0.23 -0.04 -0.12
0.15 0.01 -0.14
-0.04 0.24 -0.09
0.19 0.07 0.05

Properties
**Charge**: 0
**HOMO**: -9.83 eV
**HOMO-LUMO gap**: 10.74 eV
**Energy above the lowest of the compared OMol25 structures with the same formula, charge and spin**: 67.1 kcal per mole
**Electronic energy**: -304.7286 Eh

Results of the Mulliken charge analysis, in e, for atoms 1 through 8: -1.214 0.713 -0.403 0.353 -0.513 -0.620 -0.661 0.308